# C26H28N3O

A 2-piece molecular cluster, C26H28N3O overall at a distorted geometry (the ωB97M-V functional and the def2-TZVPD basis, the OMol25 dataset).

Computed properties:
Energy relative to the best compared isomer or geometry (same formula, charge and spin): 310.1 kJ/mol
Molar mass: 398.530 g/mol
Total energy: -1246.72807 Ha
HOMO-LUMO gap: 0.2465 Eh
Largest force on an atom: 5.738 eV/Å
E_LUMO: -0.15255 hartree
Net charge: +1

Each line ends with the Mulliken charge.
Positions of all 58 atoms, in Å:
C1 4.96 -2.18 0.24  -0.915
N1 3.53 -2.40 0.22  0.155
C2 2.59 -1.44 -0.04  -0.943
C3 1.30 -2.00 0.14  0.734
C4 0.09 -1.34 -0.16  0.123
C5 -1.16 -2.03 -0.05  0.622
C6 -1.43 -3.19 -0.84  -0.688
C7 -2.58 -3.95 -0.64  -0.457
C8 -3.51 -3.63 0.35  0.933
C9 -4.68 -4.51 0.62  -1.400
C10 -3.29 -2.45 1.08  -0.942
C11 -2.17 -1.65 0.86  -0.379
C12 1.52 -3.41 0.55  0.756
C13 0.72 -4.49 0.92  0.060
C14 1.32 -5.73 1.22  -0.877
C15 2.70 -5.90 1.20  -0.702
C16 3.52 -4.82 0.87  -0.864
C17 2.91 -3.61 0.55  0.222
H1 5.46 -3.15 0.27  0.295
H2 5.25 -1.63 -0.65  0.350
H3 5.26 -1.61 1.13  0.333
H4 2.85 -0.42 -0.33  0.542
H5 0.19 -0.44 -0.81  0.241
H6 -0.70 -3.52 -1.58  0.361
H7 -2.76 -4.84 -1.25  0.395
H8 -5.29 -4.09 1.42  0.347
H9 -5.31 -4.66 -0.26  0.340
H10 -4.35 -5.51 0.95  0.310
H11 -4.03 -2.18 1.84  0.296
H12 -2.02 -0.75 1.46  0.238
H13 -0.36 -4.36 0.99  0.412
H14 0.68 -6.57 1.48  0.422
H15 3.15 -6.86 1.44  0.401
H16 4.60 -4.89 0.85  0.239
C18 -1.18 7.30 0.26  -0.759
C19 -0.98 5.81 0.56  -0.637
N2 -0.49 5.08 -0.61  0.152
C20 -0.44 3.70 -0.56  1.281
C21 -0.55 2.94 0.64  -0.794
C22 -0.36 1.55 0.64  -0.434
N3 -0.17 0.87 -0.51  -0.249
C23 -0.19 1.55 -1.69  -0.635
C24 -0.28 2.95 -1.77  -0.688
C25 0.29 5.76 -1.63  -0.370
C26 0.26 7.30 -1.60  -0.628
O1 -0.01 7.86 -0.32  -0.375
H17 -2.06 7.44 -0.40  0.360
H18 -1.32 7.88 1.19  0.340
H19 -0.26 5.73 1.39  0.402
H20 -1.94 5.39 0.89  0.424
H21 -0.72 3.45 1.60  0.373
H22 -0.35 0.97 1.57  0.450
H23 -0.06 0.93 -2.58  0.382
H24 -0.24 3.40 -2.75  0.271
H25 1.36 5.50 -1.53  0.342
H26 -0.03 5.46 -2.63  0.199
H27 1.25 7.72 -1.87  0.313
H28 -0.50 7.68 -2.32  0.317

# C33H54MnN4O4S4Si2

C33H54MnN4O4S4Si2 as an isolated structure (the ωB97M-V functional and the def2-TZVPD basis, the OMol25 dataset).

Computed properties:
Energy relative to the best compared isomer or geometry (same formula, charge and spin): 4.5 kJ/mol
Molar mass: 810.197 g/mol
Total energy: -5132.87855 Ha
HOMO-LUMO gap (alpha / beta): 0.1884 / 0.2829 Eh
Largest force on an atom: 0.503 eV/Å
Multiplicity: 6
E_LUMO (alpha / beta): -0.00639 / -0.00925 hartree
Net charge: 0

Each line ends with the Löwdin spin population.
Positions of all 102 atoms, in Å:
Mn1 0.73 -0.99 -0.13  4.167
C1 -3.84 -1.28 -1.48  0.002
C2 -3.78 -2.38 -0.42  0.000
S1 -2.47 -3.62 -0.59  0.001
C3 -2.77 -4.27 -2.25  0.000
C4 -1.54 -4.30 -3.15  0.003
S2 -0.65 -2.74 -3.43  0.005
C5 -1.95 -1.70 -4.14  0.000
C6 -2.09 -0.35 -3.45  0.001
S3 -2.30 -0.36 -1.65  0.014
H1 -4.64 -0.59 -1.20  0.000
H2 -4.12 -1.70 -2.45  0.000
H3 -4.75 -2.88 -0.36  0.000
H4 -3.59 -1.94 0.56  0.000
H5 -3.57 -3.68 -2.71  0.000
H6 -3.15 -5.28 -2.17  0.000
H7 -1.82 -4.73 -4.11  0.000
H8 -0.77 -4.96 -2.73  0.001
H9 -2.90 -2.25 -4.11  0.000
H10 -1.73 -1.53 -5.19  0.000
H11 -2.91 0.21 -3.90  0.000
H12 -1.19 0.25 -3.60  0.000
S4 7.37 -3.31 -2.75  0.003
N1 6.00 -4.13 -2.48  -0.008
C7 5.11 -3.24 -2.08  0.000
C8 3.73 -3.54 -1.73  0.022
C9 3.17 -4.79 -1.83  0.112
C10 1.80 -4.95 -1.49  0.074
C11 1.09 -3.86 -1.07  0.054
N2 1.61 -2.62 -0.95  0.126
C12 2.94 -2.44 -1.30  0.138
C13 3.46 -1.12 -1.23  0.089
N3 2.60 -0.16 -0.78  0.142
C14 3.03 1.10 -0.69  0.023
C15 4.31 1.49 -1.04  0.080
C16 5.20 0.51 -1.50  0.036
C17 4.79 -0.80 -1.59  0.044
C18 5.62 -1.91 -2.03  -0.001
N4 6.89 -1.82 -2.38  0.007
H13 3.77 -5.62 -2.16  0.005
H14 1.31 -5.91 -1.57  0.003
H15 0.05 -3.95 -0.79  0.001
H16 2.31 1.81 -0.30  -0.001
H17 4.61 2.52 -0.94  0.005
H18 6.22 0.76 -1.78  0.000
C19 -1.00 -1.47 3.02  -0.030
Si1 0.40 -2.18 2.01  -0.156
C20 0.18 -4.04 2.01  -0.025
C21 2.04 -1.83 2.87  -0.025
H19 -0.84 -1.74 4.07  -0.005
H20 -1.97 -1.88 2.71  0.000
H21 -1.04 -0.38 2.94  0.000
H22 0.08 -4.33 3.07  -0.005
H23 1.05 -4.56 1.60  0.001
H24 -0.71 -4.39 1.49  0.000
H25 2.23 -2.64 3.59  -0.004
H26 2.00 -0.89 3.43  0.000
H27 2.89 -1.78 2.19  0.000
C22 -4.39 2.48 0.07  0.000
C23 -3.35 2.35 1.18  0.000
C24 -3.43 3.54 2.13  0.000
C25 -3.55 1.04 1.93  0.000
O1 -2.09 2.33 0.51  0.002
Si2 -0.53 2.04 0.92  0.016
O2 -0.06 0.60 0.43  0.076
O3 0.39 3.20 0.18  0.001
C26 0.16 3.95 -1.02  0.000
C27 -0.90 5.01 -0.76  0.000
C28 1.49 4.60 -1.37  0.000
C29 -0.28 3.00 -2.13  0.000
O4 -0.40 2.26 2.53  0.002
C30 0.73 2.46 3.39  0.000
C31 0.41 1.79 4.71  0.000
C32 0.89 3.97 3.58  0.000
C33 2.01 1.87 2.79  0.000
H28 -5.41 2.48 0.49  0.000
H29 -4.29 1.66 -0.63  0.000
H30 -4.24 3.42 -0.47  0.000
H31 -4.39 3.54 2.65  0.000
H32 -3.33 4.47 1.58  0.000
H33 -2.63 3.48 2.87  0.000
H34 -4.57 0.96 2.32  0.000
H35 -2.86 0.97 2.77  0.000
H36 -3.36 0.19 1.26  0.000
H37 -0.58 5.67 0.05  0.000
H38 -1.85 4.55 -0.49  0.000
H39 -1.05 5.62 -1.66  0.000
H40 1.83 5.21 -0.53  0.000
H41 1.38 5.25 -2.25  0.000
H42 2.25 3.85 -1.59  0.000
H43 -1.24 2.52 -1.87  0.000
H44 0.47 2.22 -2.28  0.000
H45 -0.41 3.54 -3.07  0.000
H46 -0.52 2.20 5.12  0.000
H47 1.21 1.95 5.44  0.000
H48 0.27 0.71 4.57  0.000
H49 0.00 4.39 4.04  0.000
H50 1.03 4.44 2.60  0.000
H51 1.75 4.20 4.21  0.000
H52 1.84 0.83 2.50  0.000
H53 2.82 1.89 3.52  0.000
H54 2.32 2.43 1.91  0.000

# C14H9N3O7

An isolated molecule of C14H9N3O7 at a distorted geometry (the ωB97M-V functional and the def2-TZVPD basis, the OMol25 dataset).

Computed properties:
Molar mass: 331.240 g/mol
Total energy: -1229.71788 Ha
HOMO-LUMO gap: 0.3134 Eh
Largest force on an atom: 1.338 eV/Å
SMILES string: O=C(O)c1cc([N+](=O)[O-])ccc1C(=O)Nc1cccc([N+](=O)[O-])c1
E_LUMO: -0.03708 hartree
Net charge: 0

Each line ends with the Mulliken charge.
Positions of all 33 atoms, in Å:
O1 -0.53 0.02 2.48  -0.552
C1 -0.30 -0.91 1.76  -0.133
O2 -0.99 -2.06 1.81  -0.422
C2 0.78 -0.93 0.73  1.214
C3 1.94 -0.21 1.01  -0.310
C4 2.98 -0.22 0.09  -0.315
N1 4.18 0.54 0.38  1.030
O3 4.24 1.10 1.45  -0.606
O4 5.05 0.54 -0.46  -0.625
C5 2.89 -0.94 -1.09  -0.611
C6 1.74 -1.64 -1.37  -0.401
C7 0.66 -1.62 -0.48  0.333
C8 -0.58 -2.35 -0.88  -0.289
O5 -0.59 -3.51 -1.19  -0.622
N2 -1.74 -1.61 -0.92  -0.046
C9 -1.93 -0.27 -0.57  0.240
C10 -3.10 0.10 0.11  -0.510
C11 -3.28 1.41 0.52  -0.686
C12 -2.31 2.37 0.28  -0.696
C13 -1.18 1.99 -0.43  -0.164
N3 -0.13 2.96 -0.68  1.038
O6 0.94 2.52 -1.03  -0.587
O7 -0.39 4.13 -0.52  -0.635
C14 -0.99 0.70 -0.88  0.035
H1 -1.64 -2.03 2.53  0.423
H2 2.03 0.34 1.93  0.601
H3 3.73 -0.93 -1.77  0.536
H4 1.64 -2.20 -2.29  0.485
H5 -2.57 -2.17 -1.05  0.249
H6 -3.85 -0.64 0.33  0.463
H7 -4.18 1.68 1.05  0.394
H8 -2.42 3.38 0.62  0.513
H9 -0.12 0.47 -1.47  0.657